(1)
# C40H50BiCl2N4OP2Si2

C40H50BiCl2N4OP2Si2 as an isolated structure (ωB97M-V/def2-TZVPD, OMol25).

Positions of all 102 atoms, in Å:
Bi -0.87450 -0.44902 -0.91280
C -2.43060 -0.51810 3.82900
Si -1.26999 -1.32901 2.60860
C -2.20877 -2.75532 1.86920
C 0.25552 -1.95250 3.47536
N -0.76088 -0.24168 1.30656
P -0.60735 1.41908 1.23682
C -0.16529 1.76272 -0.37517
P 1.40586 1.32126 -0.92697
N 1.30435 -0.29281 -1.31830
Si 2.61417 -1.22270 -2.07910
C 3.68915 -2.10725 -0.84109
C 1.89840 -2.43516 -3.31092
C 3.79776 -0.12983 -3.02221
C 2.83867 1.47121 0.17039
C 2.81311 0.61257 1.27626
C 3.82808 0.63981 2.21593
C 4.89645 1.51333 2.05238
C 4.94949 2.34249 0.94176
C 3.92572 2.32414 0.00276
C 1.65118 2.29892 -2.43836
C 1.20373 1.76666 -3.64658
C 1.23613 2.52122 -4.80923
C 1.72047 3.82195 -4.77991
C 2.14121 4.37167 -3.57855
C 2.09728 3.61839 -2.41351
C -2.25948 2.11292 1.55053
C -3.40384 1.38223 1.23642
C -4.66421 1.94286 1.39237
C -4.79038 3.24160 1.86507
C -3.65519 3.97880 2.17640
C -2.39611 3.41773 2.02076
C 0.41297 2.16282 2.53423
C 0.40652 1.71124 3.85187
C 1.18853 2.34145 4.80999
C 1.96751 3.43817 4.46421
C 1.95677 3.91359 3.16004
C 1.18191 3.27887 2.20035
H -2.27506 -0.93248 4.83071
H -2.33538 0.56656 3.89455
H -3.46427 -0.72781 3.54053
H -2.76449 -3.25680 2.66905
H -2.93510 -2.41131 1.12559
H -1.56730 -3.50335 1.40090
H -0.01131 -2.59372 4.32152
H 0.87323 -2.54499 2.79434
H 0.87219 -1.13347 3.85576
H 3.16882 -2.79061 -0.16859
H 4.43123 -2.69302 -1.39589
H 4.23355 -1.37838 -0.23286
H 1.74062 -3.43000 -2.88582
H 0.94778 -2.08061 -3.72630
H 2.60254 -2.53976 -4.14277
H 4.14281 0.73351 -2.44582
H 4.67914 -0.73774 -3.25463
H 3.38116 0.23715 -3.96109
H 1.98753 -0.08177 1.39869
H 3.79079 -0.02321 3.07209
H 5.69558 1.53542 2.78316
H 5.79373 3.00410 0.79822
H 4.00375 2.96021 -0.86638
H 0.84163 0.74568 -3.68747
H 0.88496 2.09334 -5.73977
H 1.75508 4.40941 -5.68827
H 2.49160 5.39519 -3.54228
H 2.35864 4.09385 -1.47652
H -3.32319 0.36067 0.87909
H -5.54627 1.35847 1.15892
H -5.77284 3.67727 1.99826
H -3.75092 4.99282 2.54220
H -1.51802 4.00124 2.26835
H -0.19941 0.86486 4.14429
H 1.18424 1.97888 5.83019
H 2.57590 3.92707 5.21488
H 2.55313 4.77596 2.88944
H 1.16548 3.65022 1.18272
C -5.25937 -3.59050 -1.48065
C -3.83074 -3.17462 -1.70546
O -3.34983 -2.15724 -1.21968
N -3.08963 -3.97743 -2.51128
C -1.70968 -3.65201 -2.82921
C -0.74166 -4.08418 -1.74691
C -0.45811 -5.43061 -1.55927
C 0.42396 -5.80783 -0.56285
C 0.99806 -4.82701 0.23068
C 0.65926 -3.51243 -0.01666
N -0.18280 -3.13799 -0.98626
H -5.68624 -2.98028 -0.69093
H -5.32654 -4.64467 -1.20692
H -5.83307 -3.43805 -2.39669
H -3.50310 -4.81277 -2.88735
H -1.63214 -2.57632 -2.97293
H -1.45398 -4.13470 -3.77060
H -0.91973 -6.17381 -2.19871
H 0.66386 -6.85200 -0.40817
H 1.69149 -5.07485 1.02380
H 1.07480 -2.70588 0.57969
Cl -2.95732 3.67482 -1.73928
C -4.36454 2.65072 -1.97963
Cl -3.92695 0.93175 -2.11015
H -4.85145 2.93479 -2.90262
H -5.02045 2.75597 -1.12545

- Net charge: +1
- E_LUMO: -2.1 eV
- Relative energy (zero: lowest compared OMol25 entry of this formula, charge and spin): 0.600 eV

Atomic partial charges in e from the Löwdin method, atoms 1 to 5: number 1, Bi, carries 1.66; number 2, C, carries -0.17; number 3, Si, carries 0.33; number 4, C, carries -0.16; number 5, C, carries -0.17

***

(2)
# C40H50Cl2FN6O7PS3

A 3-piece molecular cluster, C40H50Cl2FN6O7PS3 overall at a distorted geometry (ωB97M-V/def2-TZVPD, OMol25).

Positions of all 110 atoms, in Å:
C 7.06586 0.93046 3.16551
C 5.87987 0.34413 2.25484
C 4.53036 0.00746 3.10234
Cl 4.57038 -1.72051 3.77741
C 3.18746 0.32665 2.29802
C 2.19047 1.44475 2.77958
F 2.52724 2.13855 3.97188
C 0.89326 1.81822 2.00681
C 0.49224 1.08942 0.66416
C 1.44838 -0.02220 0.17492
C 1.16212 -0.81726 -1.17651
C 0.91099 -2.41279 -0.93237
C -0.65400 -2.82122 -1.04299
N -0.98630 -3.58492 0.21380
C -1.19937 -5.03758 -0.04801
C -0.65206 -5.93738 1.17414
C 0.85456 -6.23972 1.41688
C 1.29937 -7.08701 2.65338
C 0.26723 -7.68538 3.65416
C -1.23809 -7.40473 3.42995
C -1.67238 -6.54460 2.18923
O -3.09652 -6.34538 2.03760
C 2.76734 -0.40108 0.95994
S 3.95884 -1.70057 0.36008
C -0.82857 1.57606 -0.06725
O -1.02449 1.59945 -1.30509
C -1.99593 2.13456 0.90335
C -1.60238 2.84029 2.25592
C -2.63375 3.41454 3.26022
N -2.26230 4.09150 4.53497
C -2.88235 3.37702 5.45092
S -3.19233 2.43936 6.79275
C -4.16206 3.33624 2.93344
C -4.57638 2.66811 1.56872
C -6.15763 2.65747 1.26693
C -6.88122 1.27375 1.65101
S -8.48878 1.73556 2.52906
C -9.21646 0.18825 3.21024
N -8.24476 -0.73671 3.70926
N -8.96256 -1.78595 4.20300
C -10.36428 -1.50703 3.98802
O -10.56443 -0.24211 3.32491
C -3.51118 2.05745 0.58024
P -4.18199 1.24372 -0.98264
O -3.33333 -0.24792 -1.12091
Cl -3.75535 2.50813 -2.66507
C -0.03674 2.97991 2.62689
O 0.41576 3.93602 3.30898
H 8.10523 0.58369 2.82300
H 6.91084 0.55138 4.23274
H 7.04997 2.08284 3.08783
H 5.61961 1.01593 1.35107
H 6.27592 -0.63425 1.78925
H 4.52665 0.70615 4.02058
H 0.35758 -0.36327 -1.84292
H 2.14385 -0.77094 -1.79056
H 1.43415 -2.94064 -1.82091
H 1.41080 -2.80358 0.01314
H -1.24604 -1.85197 -1.16533
H -0.86131 -3.47223 -1.96937
H -1.84529 -3.14280 0.59902
H -0.74145 -5.41713 -1.02481
H -2.33816 -5.25032 -0.09780
H 1.63159 -5.83053 0.69096
H 2.40672 -7.30784 2.81118
H 0.55257 -8.33342 4.56158
H -2.03977 -7.79226 4.15143
H -3.50264 -7.10343 2.51795
H 3.89752 -2.82114 1.20989
H -4.92605 3.75593 3.67075
H -6.34419 2.87755 0.15302
H -6.71773 3.49450 1.84000
H -6.23136 0.56757 2.28572
H -7.22254 0.78475 0.66327
H -11.23667 -2.17322 4.29671
H -3.89284 -0.78131 -1.74392
C 4.86598 3.93712 -3.09812
C 4.64842 3.36274 -1.70123
C 5.25280 4.22932 -0.57685
O 6.66818 4.12199 -0.44990
C 7.40331 4.92143 -1.36166
N 5.17102 1.99090 -1.66456
H 5.88470 3.78901 -3.46075
H 4.20169 3.44840 -3.81616
H 4.64676 5.00883 -3.12114
H 3.56611 3.32084 -1.53552
H 4.84555 3.87480 0.37581
H 4.95074 5.27940 -0.67225
H 6.90160 5.86783 -1.57916
H 7.58705 4.36565 -2.28392
H 8.37438 5.14068 -0.91220
H 4.93370 1.57602 -0.76414
H 6.18927 2.05466 -1.63919
C -1.51902 1.33431 -6.69205
C -1.42310 0.97493 -5.21199
C -0.13663 0.20685 -4.84598
O -0.14449 -1.16746 -5.22537
C 0.18759 -1.40507 -6.58315
N -2.62605 0.22732 -4.82579
H -1.78928 0.48083 -7.31648
H -2.28891 2.09506 -6.84780
H -0.57240 1.74159 -7.05996
H -1.41158 1.91652 -4.65217
H -0.04428 0.20922 -3.75549
H 0.75679 0.71089 -5.23471
H 0.92932 -0.69489 -6.95761
H -0.71355 -1.37709 -7.19994
H 0.60482 -2.41184 -6.65801
H -2.60602 0.07780 -3.81772
H -2.53525 -0.71364 -5.21093

- E_LUMO: -1.9 eV
- Relative energy (zero: lowest compared OMol25 entry of this formula, charge and spin): 16.741 eV

Atomic partial charges in e from the Löwdin method, atoms 1 to 5: number 1, C, carries -0.12; number 2, C, carries -0.28; number 3, C, carries -0.61; number 4, Cl, carries 0.54; number 5, C, carries -0.11